DFT (ωB97M-V/def2-TZVPD) results for a 2-piece molecular cluster, C2H6OS overall.

Element x y z (Å)
C: 1.252 -0.538 -0.074
S: 0.795 -0.691 1.706
H: 2.307 -0.727 -0.197
H: 1.003 0.443 -0.453
H: 0.674 -1.292 -0.602
H: 1.704 -1.642 1.960
O: -1.258 0.861 -2.226
C: -1.806 1.370 -1.290
H: -2.913 1.475 -1.269
H: -1.276 1.764 -0.411

Results
- largest force on an atom (eV Å⁻¹) = 0.886
- net charge = 0
- SMILES = C=O.CS
- HOMO-LUMO gap (eV) = 9.809
- energy above the lowest of the compared OMol25 structures with the same formula, charge and spin (kJ/mol) = 57.1
- LUMO (eV) = 0.7
- E_HOMO (Ha) = -0.333